1.
16
Properties=species:S:1:pos:R:3:forces:R:3 method="wB97M-V/def2-TZVPD" relative_energy_ev=1.421 e_homo_ev=-8.8 gap_ev=8.830 total_charge=0 fmax_ha_per_bohr=0.092
S 0.051286 -3.555374 -1.905618 0.1 0.8 1.0
Si 0.325478 -2.013594 -0.684641 -0.4 -0.8 -0.9
C 1.199031 -0.445291 -1.104928 -0.9 1.8 1.6
C 1.197530 0.294734 0.281920 3.4 0.4 0.2
C -0.080772 0.024473 1.062433 -0.2 -1.2 -4.6
C -0.154629 -1.532527 1.081604 -1.8 1.8 -1.8
H 0.827569 0.307285 -1.779775 -1.3 -0.2 -0.6
H 2.163212 -0.464857 -1.504409 1.9 -0.9 -0.3
H 1.587294 1.358868 0.196581 -1.2 -0.9 -0.1
H 2.113745 -0.128306 0.853525 -1.5 0.2 -0.4
H 0.034521 0.442062 1.992110 -0.6 1.1 2.3
H -0.946658 0.345866 0.394611 0.8 0.3 1.4
H 0.580369 -1.739939 1.748750 2.2 -1.6 2.1
H -1.129609 -1.778838 1.444696 -0.4 -0.9 0.2
H -2.468890 0.736930 -2.362914 0.4 -0.9 -0.8
H -2.672530 1.242017 -1.904943 -0.3 0.9 0.8

2.
10
Properties=species:S:1:pos:R:3:forces:R:3 method="wB97M-V/def2-TZVPD" relative_energy_ev=2.529 e_homo_ev=-8.0 gap_ev=7.957 total_charge=0 fmax_ha_per_bohr=0.035
C -0.474919 -0.189786 1.268471 0.6 0.1 0.1
C -0.689161 1.004763 0.674471 0.3 0.3 -0.5
C 1.731001 0.430348 0.143007 0.5 0.1 1.4
O 0.550113 1.180053 -1.815114 -0.6 0.8 -0.7
S 1.126959 -0.755030 1.314467 -0.1 0.3 -0.6
S 0.623799 1.721631 -0.250411 0.0 -1.8 -0.2
Cl -2.143304 1.908232 0.836227 -0.1 0.0 -0.1
Cl 3.397582 0.914823 0.408804 0.1 0.0 0.0
H -1.225673 -0.761090 1.781764 -0.2 0.0 0.1
H 1.183555 0.420754 -1.852472 -0.4 0.2 0.4

3.
46
Properties=species:S:1:pos:R:3:forces:R:3 method="wB97M-V/def2-TZVPD" relative_energy_ev=1.805 e_homo_ev=-8.6 gap_ev=8.569 total_charge=0 fmax_ha_per_bohr=0.044
C -2.240137 -1.542709 2.201772 0.1 -0.5 0.3
N -1.142794 -1.296217 1.272446 -0.7 -0.4 0.6
C -0.067145 -0.497485 1.884662 -0.8 -0.1 -1.3
C -0.337475 1.009619 1.934465 -1.4 -1.0 -0.1
C 0.646072 1.766327 2.850361 -0.3 -0.1 -2.0
C 1.747080 2.169994 1.805733 0.4 -0.1 1.6
C 0.883022 2.488699 0.604028 -0.1 -0.4 -0.2
N -0.289804 1.577324 0.575603 0.7 1.2 0.8
H -1.824990 -2.052535 3.075683 0.0 0.3 0.2
H -2.964339 -2.271872 1.834070 0.1 0.2 -0.5
H -2.802394 -0.651915 2.506345 0.1 0.0 0.2
H -1.556686 -0.933628 0.421041 0.5 0.2 -0.2
H 0.080277 -0.905311 2.883012 0.4 -0.1 0.0
H 0.753449 -0.669319 1.185106 0.7 0.2 0.7
H -1.377094 1.134235 2.253486 0.1 0.0 0.5
H 0.147196 2.663813 3.210479 0.1 0.0 0.3
H 0.895184 1.064666 3.639021 0.5 0.4 0.3
H 2.276855 3.070458 2.126745 -0.2 0.1 0.0
H 2.550154 1.432038 1.795116 -0.4 -0.4 -0.7
H 0.499003 3.467802 0.893444 0.1 0.3 -0.8
H 1.336244 2.460348 -0.382726 0.4 0.5 0.1
H -0.292064 0.925120 -0.192445 0.3 -0.4 0.3
O -1.502163 3.983313 -0.247264 0.2 0.1 0.1
H -1.115555 3.126630 0.045522 -0.6 0.1 -0.2
H -2.238985 3.761260 -0.818247 0.0 -0.1 0.0
O -0.494960 -2.900451 -3.175017 0.0 0.2 0.4
H -0.009502 -2.242240 -2.663701 0.4 0.4 -0.4
H -0.193172 -3.649242 -2.650930 -0.3 -0.5 -0.2
O -2.217952 -1.090335 -1.573072 0.4 0.4 0.5
H -1.746112 -1.672977 -2.183637 -0.5 -0.3 -0.3
H -3.053907 -0.809238 -1.942848 -0.1 -0.2 -0.4
O 1.910477 -0.048101 -1.047127 -0.4 0.2 1.2
H 2.550944 -0.645905 -1.437314 -0.2 0.1 -0.6
H 1.198943 0.176337 -1.676088 1.0 -0.7 -0.3
O 0.824374 -0.117072 -3.455934 -0.1 -0.2 -0.1
H 1.436987 -0.112350 -4.196884 -0.1 0.0 -0.1
H -0.073141 -0.073324 -3.811167 0.1 0.2 -0.2
O -1.050991 1.783447 -3.026775 -0.2 0.5 -2.2
H -1.920891 1.632993 -2.667698 0.5 -0.2 1.1
H -0.241419 1.668985 -2.540450 -0.5 -0.1 1.0
O 3.111306 -3.148127 0.924953 0.7 -0.5 0.5
H 2.838882 -2.230912 0.889482 -0.2 0.0 -0.1
H 2.520770 -3.654748 0.355829 0.1 0.6 0.0
O 1.020908 -2.854949 -0.768596 0.2 -0.6 -1.0
H 0.448193 -3.367111 -0.191309 -0.3 0.7 0.4
H 1.077367 -1.925344 -0.519170 -0.4 0.0 0.5

4.
9
Properties=species:S:1:pos:R:3:forces:R:3 method="wB97M-V/def2-TZVPD" relative_energy_ev=2.940 e_homo_ev=-11.5 gap_ev=11.329 total_charge=0 fmax_ha_per_bohr=0.069
C -1.034854 0.003616 0.221283 -0.1 3.0 -1.8
C 0.443762 -0.054001 -0.121817 0.8 -0.4 -0.3
C 1.253070 1.164741 0.123385 -1.1 -2.1 -0.4
N 1.886119 2.042839 0.475098 0.6 1.1 0.2
N 1.181464 -0.998921 -0.633723 -0.7 0.8 0.8
F 0.526747 -2.242474 -0.784677 -0.3 1.3 0.2
H -1.334457 -0.878150 0.653713 -0.7 -2.0 1.3
H -1.567767 0.021739 -0.794377 0.6 0.3 1.4
H -1.354086 0.940613 0.861116 0.9 -2.0 -1.4

Please write out number 4 again, unchanged.
9
Properties=species:S:1:pos:R:3:forces:R:3 method="wB97M-V/def2-TZVPD" relative_energy_ev=2.940 e_homo_ev=-11.5 gap_ev=11.329 total_charge=0 fmax_ha_per_bohr=0.069
C -1.034854 0.003616 0.221283 -0.1 3.0 -1.8
C 0.443762 -0.054001 -0.121817 0.8 -0.4 -0.3
C 1.253070 1.164741 0.123385 -1.1 -2.1 -0.4
N 1.886119 2.042839 0.475098 0.6 1.1 0.2
N 1.181464 -0.998921 -0.633723 -0.7 0.8 0.8
F 0.526747 -2.242474 -0.784677 -0.3 1.3 0.2
H -1.334457 -0.878150 0.653713 -0.7 -2.0 1.3
H -1.567767 0.021739 -0.794377 0.6 0.3 1.4
H -1.354086 0.940613 0.861116 0.9 -2.0 -1.4